*P*
{
  "formula": "CHO3PS2",
  "method": "ωB97M-V/def2-TZVPD",
  "multiplicity": 1,
  "smiles": "O=[P@@]([O-])(O)C(=S)[S-]",
  "lumo_ev": 5.8,
  "total_charge": -2,
  "homo_lumo_gap_ha": 0.218,
  "elements": ["C", "O", "O", "O", "P", "S", "S", "H"],
  "positions_angstrom": [[0.04443, 1.05022, 0.01281], [0.39093, -1.43047, 0.87202], [0.78313, -0.92237, -1.54590], [-1.64491, -1.10606, -0.59857], [-0.18060, -0.68732, -0.50454], [-0.12680, 2.13303, -1.25785], [0.40698, 1.50612, 1.61873], [0.32684, -0.54314, 1.40330]],
  "lowdin_charge": [-1.42, -0.33, -0.39, -0.44, 0.04, 0.31, 0.32, -0.09]
}

*Q*
{
  "formula": "CHO3PS2",
  "method": "ωB97M-V/def2-TZVPD",
  "multiplicity": 1,
  "smiles": "[O-]C(=S)[P@@]([O-])(O)=S",
  "lumo_ev": 6.1,
  "total_charge": -2,
  "homo_lumo_gap_ha": 0.219,
  "elements": ["C", "O", "O", "O", "P", "S", "S", "H"],
  "positions_angstrom": [[-0.82888, -0.13445, -0.85258], [1.71754, -1.11078, 0.04733], [-1.39529, 0.95898, -1.16849], [1.02463, 1.24939, 0.64017], [0.51073, -0.29611, 0.52793], [-1.23448, -1.74148, -1.39144], [-0.39016, -0.82222, 2.23924], [0.59592, 1.89666, -0.04216]],
  "lowdin_charge": [-1.09, -0.52, -0.24, -0.35, -0.05, 0.24, -0.07, 0.09]
}

Which is the most stable structure? *P* is the most stable.

*P*
{
  "formula": "C2H7N4O",
  "method": "ωB97M-V/def2-TZVPD",
  "multiplicity": 1,
  "smiles": "NN(N)C(=[NH2+])C=O",
  "lumo_ev": -5.3,
  "total_charge": 1,
  "homo_lumo_gap_ha": 0.314,
  "elements": ["C", "C", "N", "N", "N", "N", "O", "H", "H", "H", "H", "H", "H", "H"],
  "positions_angstrom": [[0.85586, -1.64480, 0.03443], [0.56869, -0.27848, 0.36156], [-0.52787, 0.21071, -0.21216], [1.42535, 0.63396, 0.80200], [-0.45840, 1.60281, -0.40470], [-1.67446, -0.56166, -0.51878], [1.61710, -2.32365, 0.61752], [0.21596, -2.05921, -0.69902], [2.40051, 0.35087, 1.09036], [1.17792, 1.60629, 0.94886], [-1.37404, 1.98765, -0.56065], [0.24580, 1.88851, -1.05821], [-1.83040, -1.23816, 0.24320], [-2.64204, -0.17485, -0.64440]],
  "lowdin_charge": [-0.20, -0.24, -0.16, 0.21, 0.13, 0.13, 0.18, 0.12, 0.18, 0.13, 0.12, 0.12, 0.12, 0.15]
}

*Q*
{
  "formula": "C2H7N4O",
  "method": "ωB97M-V/def2-TZVPD",
  "multiplicity": 1,
  "lumo_ev": -4.7,
  "total_charge": 1,
  "homo_lumo_gap_ha": 0.379,
  "elements": ["C", "C", "N", "N", "N", "N", "O", "H", "H", "H", "H", "H", "H", "H"],
  "positions_angstrom": [[-1.49701, 2.78321, -1.03061], [1.22155, -2.39035, 0.78187], [0.50934, -0.24661, 0.13839], [-0.56425, -0.40569, 0.76778], [1.32193, -1.23104, -0.04919], [-2.39101, 3.49525, -1.12508], [-0.66831, 1.96136, -0.79668], [1.19002, -2.16743, 1.81289], [0.30447, -2.79285, 0.66715], [1.94363, -3.20823, 0.62746], [0.61213, 0.62276, -0.45444], [2.01487, -1.06571, -0.68845], [-0.98704, 0.47663, 0.92874], [-3.01031, 4.16869, -1.57985]],
  "lowdin_charge": [-0.38, -0.01, -0.05, 0.23, 0.04, 0.28, 0.06, 0.09, 0.05, 0.13, 0.18, 0.14, 0.08, 0.14]
}

*R*
{
  "formula": "C2H7N4O",
  "method": "ωB97M-V/def2-TZVPD",
  "multiplicity": 1,
  "lumo_ev": -5.0,
  "total_charge": 1,
  "homo_lumo_gap_ha": 0.344,
  "elements": ["C", "C", "N", "N", "N", "N", "O", "H", "H", "H", "H", "H", "H", "H"],
  "positions_angstrom": [[-1.11092, -0.57854, -0.64355], [-1.04981, -0.48038, 0.86958], [-2.07025, -1.06505, -1.21583], [-0.10531, 0.22705, -1.12099], [2.16566, 0.67810, 0.36978], [0.83402, 0.53983, 0.41088], [0.28391, -0.39109, 1.16343], [-1.56600, 0.45385, 1.13020], [-1.42039, -1.42172, 1.23060], [-2.15698, -0.89624, -2.19359], [0.57043, -0.09339, -1.80546], [2.48181, 1.66594, 0.71343], [2.76786, -0.08900, 0.59021], [0.37599, 1.45064, 0.50132]],
  "lowdin_charge": [-0.48, -0.07, 0.22, 0.23, 0.17, -0.13, 0.01, 0.16, 0.16, 0.08, 0.13, 0.20, 0.14, 0.20]
}

*S*
{
  "formula": "C2H7N4O",
  "method": "ωB97M-V/def2-TZVPD",
  "multiplicity": 1,
  "smiles": "CO/N=N/C(N)=[NH2+]",
  "lumo_ev": -4.0,
  "total_charge": 1,
  "homo_lumo_gap_ha": 0.353,
  "elements": ["C", "C", "N", "N", "N", "N", "O", "H", "H", "H", "H", "H", "H", "H"],
  "positions_angstrom": [[1.55818, 0.10968, 0.00461], [-3.24890, -0.19599, 0.18877], [-0.65931, 0.25290, -0.42241], [2.16958, -1.05671, -0.14788], [0.27570, -0.03193, 0.37644], [2.31827, 1.23709, 0.08213], [-1.92581, 0.08701, -0.49400], [-3.83911, 0.66316, -0.30742], [-3.50982, -1.28912, -0.04605], [-3.19219, -0.06943, 1.27940], [1.64188, -1.83829, -0.21651], [3.11912, -1.24345, -0.18700], [3.21971, 1.11618, -0.27866], [2.07272, 2.25889, 0.16858]],
  "lowdin_charge": [-0.38, 0.05, 0.02, 0.25, 0.12, 0.23, -0.10, 0.13, 0.12, 0.08, 0.09, 0.12, 0.10, 0.18]
}

Which is the most stable structure? *Q* is the most stable.

*P*
{
  "formula": "H2NO3S2",
  "method": "ωB97M-V/def2-TZVPD",
  "multiplicity": 1,
  "lumo_ev": [2.8, 2.7],
  "total_charge": -1,
  "homo_lumo_gap_ha": [0.234, 0.233],
  "elements": ["N", "O", "O", "O", "S", "S", "H", "H"],
  "positions_angstrom": [[-1.99361, 1.00481, -0.48402], [0.89958, 1.26116, 0.35471], [1.85250, -0.83361, 1.21615], [0.53257, -1.01531, -0.78762], [-2.28664, -0.06346, 0.63526], [0.61357, -0.14285, 0.65515], [-1.02446, 1.17698, -0.61371], [1.40648, -1.38771, -0.97591]],
  "lowdin_charge": [-0.47, -0.52, -0.57, -0.38, 0.53, 0.50, -0.11, 0.02]
}

*Q*
{
  "formula": "H2NO3S2",
  "method": "ωB97M-V/def2-TZVPD",
  "multiplicity": 1,
  "smiles": "NSS(=O)(=O)[O-]",
  "lumo_ev": 3.5,
  "total_charge": -1,
  "homo_lumo_gap_ha": 0.276,
  "elements": ["N", "O", "O", "O", "S", "S", "H", "H"],
  "positions_angstrom": [[1.68519, 0.07514, 0.33889], [-1.50730, -0.69761, 1.31267], [-2.51327, 0.66490, -0.46454], [-0.93895, -1.15047, -1.01917], [0.45239, 1.25915, 0.00469], [-1.42228, -0.18806, -0.04026], [1.69571, -0.57965, -0.44337], [2.54851, 0.61659, 0.31110]],
  "lowdin_charge": [-0.44, -0.41, -0.41, -0.43, 0.47, 0.25, -0.01, -0.02]
}

Which is the most stable structure? *Q* is the most stable.

*P*
{
  "formula": "C17H22N4O3S",
  "method": "ωB97M-V/def2-TZVPD",
  "multiplicity": 1,
  "smiles": "CCCc1nnc(NC(=O)CCC(=O)NCc2ccccc2OC)s1",
  "lumo_ev": 0.4,
  "total_charge": 0,
  "homo_lumo_gap_ha": 0.326,
  "elements": ["C", "C", "H", "H", "C", "C", "N", "N", "C", "N", "C", "O", "C", "H", "H", "C", "C", "O", "N", "H", "C", "C", "C", "C", "C", "C", "C", "O", "C", "H", "H", "H", "H", "H", "H", "H", "H", "H", "H", "H", "H", "S", "H", "H", "H", "H", "H"],
  "positions_angstrom": [[8.61834, 0.00002, -1.42805], [7.10742, 0.05995, -1.24930], [6.81432, 1.06017, -0.92234], [6.61521, -0.13955, -2.20340], [6.62638, -0.96453, -0.21629], [5.15691, -0.90291, -0.03468], [4.34952, -1.85984, -0.31679], [3.06932, -1.58756, -0.08591], [2.88110, -0.39980, 0.38164], [1.65779, 0.10590, 0.70408], [1.49511, 1.37098, 1.17720], [2.42276, 2.13592, 1.33790], [0.05418, 1.73010, 1.49008], [0.06306, 2.72172, 1.94353], [-0.33329, 1.01270, 2.21676], [-0.84968, 1.73721, 0.24919], [-1.42522, 0.36423, -0.07673], [-0.91052, -0.68024, 0.29244], [-2.53084, 0.39832, -0.83159], [-2.97987, 1.27280, -1.05538], [-3.26819, -0.79314, -1.20455], [-4.54192, -0.92408, -0.40943], [-4.75038, -1.99449, 0.44125], [-5.92598, -2.11074, 1.16542], [-6.90166, -1.14153, 1.03843], [-6.71020, -0.05547, 0.19919], [-5.53199, 0.06343, -0.52469], [-5.24150, 1.10629, -1.36592], [-6.23361, 2.07710, -1.60059], [-6.47717, 2.63215, -0.68895], [-7.14432, 1.62990, -2.00923], [-5.80961, 2.76101, -2.33474], [-7.48480, 0.69078, 0.12101], [-7.82321, -1.22031, 1.59534], [-6.07599, -2.95304, 1.82248], [-3.98103, -2.74598, 0.53366], [-2.61590, -1.64806, -1.01962], [-3.50277, -0.73084, -2.27207], [-0.28580, 2.08425, -0.62096], [-1.67459, 2.43408, 0.40855], [0.82738, -0.48706, 0.56988], [4.34851, 0.53725, 0.58082], [6.88574, -1.97436, -0.53822], [7.11578, -0.76506, 0.74067], [8.94373, 0.73383, -2.16151], [9.12305, 0.20808, -0.48706], [8.92340, -0.98646, -1.76993]],
  "lowdin_charge": [-0.12, -0.27, 0.09, 0.11, -0.22, -0.60, -0.01, 0.00, -0.57, 0.12, -0.49, 0.00, -0.08, 0.12, 0.13, -0.08, -0.46, 0.04, 0.08, 0.13, -0.10, -0.13, -0.03, -0.09, -0.08, -0.02, -0.23, -0.10, -0.08, 0.10, 0.10, 0.10, 0.10, 0.10, 0.10, 0.12, 0.12, 0.13, 0.14, 0.12, 0.12, 1.13, 0.12, 0.12, 0.07, 0.07, 0.07]
}

*Q*
{
  "formula": "C17H22N4O3S",
  "method": "ωB97M-V/def2-TZVPD",
  "multiplicity": 1,
  "smiles": "CCc1ccc(NC(=O)C2CCN(S(=O)(=O)c3cnc[nH]3)CC2)cc1",
  "lumo_ev": 0.5,
  "total_charge": 0,
  "homo_lumo_gap_ha": 0.333,
  "elements": ["C", "H", "H", "H", "C", "C", "C", "C", "C", "C", "C", "H", "H", "N", "C", "O", "C", "C", "C", "N", "S", "O", "O", "C", "C", "N", "C", "N", "H", "H", "H", "C", "C", "H", "H", "H", "H", "H", "H", "H", "H", "H", "H", "H", "H", "H", "H"],
  "positions_angstrom": [[3.00954, 3.84322, -1.67645], [3.59981, 4.62619, -2.14711], [3.54186, 2.89963, -1.76875], [2.06452, 3.75203, -2.20679], [2.76269, 4.17008, -0.20198], [1.97447, 3.06865, 0.44486], [0.58730, 3.09270, 0.45200], [-0.14768, 2.05034, 0.98689], [0.50675, 0.94525, 1.51592], [1.89747, 0.92349, 1.53787], [2.61793, 1.97191, 1.00569], [3.69731, 1.93544, 1.01821], [2.41492, 0.07266, 1.95734], [-0.17342, -0.17218, 2.03644], [-1.37872, -0.63497, 1.64246], [-2.16288, 0.03373, 0.98249], [-1.76199, -2.03902, 2.11987], [-0.56066, -2.97960, 2.25184], [0.20916, -2.96820, 0.91633], [-0.58979, -2.26381, -0.06511], [0.27889, -1.82277, -1.43526], [0.52798, -2.95845, -2.27502], [1.40932, -1.09179, -0.93984], [-0.81537, -0.73277, -2.28004], [-1.03320, -0.58134, -3.62812], [-1.87830, 0.45190, -3.83877], [-2.16661, 0.92432, -2.65251], [-1.53947, 0.25144, -1.66786], [-1.67127, 0.36528, -0.66113], [-2.82494, 1.74991, -2.47197], [-0.63156, -1.16226, -4.43213], [-1.89310, -2.86173, -0.23708], [-2.70464, -2.62536, 1.05780], [-3.13511, -3.55975, 1.41621], [-3.51270, -1.91857, 0.87429], [-1.79811, -3.93477, -0.45338], [-2.36772, -2.38749, -1.09670], [0.42109, -3.99210, 0.57755], [1.15762, -2.43278, 0.97829], [0.08641, -2.71147, 3.08864], [-0.93956, -3.98221, 2.45644], [-2.29044, -1.94911, 3.07436], [0.42937, -0.80875, 2.53489], [-1.22380, 2.09949, 0.99692], [0.06718, 3.94246, 0.03371], [3.72193, 4.28799, 0.30605], [2.21755, 5.11313, -0.12737]],
  "lowdin_charge": [-0.09, 0.07, 0.08, 0.07, -0.22, -0.25, -0.02, -0.02, -0.22, -0.02, -0.03, 0.12, 0.11, 0.16, -0.43, 0.02, -0.21, -0.11, -0.18, -0.27, 0.69, -0.27, -0.28, -0.32, -0.12, 0.07, -0.18, 0.11, 0.10, 0.12, 0.11, -0.16, -0.11, 0.12, 0.11, 0.13, 0.12, 0.13, 0.11, 0.11, 0.12, 0.16, 0.13, 0.11, 0.12, 0.11, 0.11]
}

Which is the most stable structure? *P* is the most stable.

*P*
{
  "formula": "CHOS",
  "method": "ωB97M-V/def2-TZVPD",
  "multiplicity": 1,
  "lumo_ev": 4.4,
  "total_charge": -1,
  "homo_lumo_gap_ha": 0.260,
  "elements": ["C", "O", "S", "H"],
  "positions_angstrom": [[0.09940, 0.01720, 0.35996], [0.78294, -0.75808, 0.96531], [-0.50811, -0.18216, -2.07487], [-0.37422, 0.92304, 0.74960]],
  "lowdin_charge": [-0.42, -0.09, -0.49, 0.01]
}

*Q*
{
  "formula": "CHOS",
  "method": "ωB97M-V/def2-TZVPD",
  "multiplicity": 1,
  "lumo_ev": 4.3,
  "total_charge": -1,
  "homo_lumo_gap_ha": 0.263,
  "elements": ["C", "O", "S", "H"],
  "positions_angstrom": [[-0.27992, 0.08025, -0.05012], [-0.58050, 1.23765, -0.01951], [2.00876, -0.68362, -0.02718], [-1.14834, -0.63428, 0.09680]],
  "lowdin_charge": [-0.50, -0.13, -0.40, 0.03]
}

Which is the most stable structure? *Q* is the most stable.

*P*
{
  "formula": "CH4ClN3",
  "method": "ωB97M-V/def2-TZVPD",
  "multiplicity": 1,
  "smiles": "[H]/N=N\\Cl.C=N",
  "lumo_ev": 0.1,
  "total_charge": 0,
  "homo_lumo_gap_ha": 0.371,
  "elements": ["C", "N", "N", "N", "Cl", "H", "H", "H", "H"],
  "positions_angstrom": [[0.05680, 0.36086, -0.67965], [-0.29681, -0.48822, 0.21909], [2.12123, 1.07528, 2.55581], [1.62402, 2.15648, 2.64317], [0.00715, 2.56958, 1.87682], [1.08154, 0.54106, -0.95923], [-0.70522, 0.83470, -1.37659], [-1.23738, -0.64267, -0.03132], [1.55671, 0.23264, 2.21998]],
  "lowdin_charge": [-0.17, 0.01, 0.00, -0.41, 0.35, 0.05, 0.08, 0.01, 0.09]
}

*Q*
{
  "formula": "CH4ClN3",
  "method": "ωB97M-V/def2-TZVPD",
  "multiplicity": 1,
  "lumo_ev": [0.4, 0.4],
  "total_charge": 0,
  "homo_lumo_gap_ha": [0.283, 0.282],
  "elements": ["C", "N", "N", "N", "Cl", "H", "H", "H", "H"],
  "positions_angstrom": [[0.02892, -0.13767, 0.03883], [-0.76056, -0.19120, -2.12466], [0.98933, -1.00282, 0.23836], [-0.35231, 0.71894, 0.94617], [-1.61588, 1.15764, -2.28060], [1.21897, -1.62387, -0.51744], [1.54289, -1.05661, 1.09376], [-1.11408, 1.34351, 0.72787], [0.06272, 0.79207, 1.87769]],
  "lowdin_charge": [-0.35, -0.60, 0.09, 0.09, 0.38, 0.09, 0.10, 0.08, 0.11]
}

Which is the most stable structure? *P* is the most stable.

*P*
{
  "formula": "C2H9N2",
  "method": "ωB97M-V/def2-TZVPD",
  "multiplicity": 1,
  "lumo_ev": -3.4,
  "total_charge": 1,
  "homo_lumo_gap_ha": 0.416,
  "elements": ["N", "H", "H", "H", "H", "C", "C", "N", "H", "H", "H", "H", "H"],
  "positions_angstrom": [[-1.27733, 0.90267, 1.82904], [-0.36698, -0.75641, 0.75759], [-0.95332, 1.85619, 1.73911], [-2.18914, 0.87330, 1.37458], [-1.22885, 0.60292, 2.78280], [0.88246, 0.49667, -1.64702], [0.22455, -0.52839, -1.13436], [0.50848, -0.99913, 0.26439], [1.65200, 0.99929, -1.07918], [0.74429, 0.70885, -2.69724], [-0.54066, -1.10381, -1.63178], [1.33382, -0.50926, 0.59841], [0.94188, -1.92114, 0.20550]],
  "lowdin_charge": [0.03, 0.12, 0.04, 0.05, 0.03, 0.08, -0.14, 0.18, 0.08, 0.09, 0.12, 0.15, 0.17]
}

*Q*
{
  "formula": "C2H9N2",
  "method": "ωB97M-V/def2-TZVPD",
  "multiplicity": 1,
  "lumo_ev": -9.5,
  "total_charge": 1,
  "homo_lumo_gap_ha": 0.151,
  "elements": ["N", "C", "C", "N", "H", "H", "H", "H", "H", "H", "H", "H", "H"],
  "positions_angstrom": [[3.49163, 0.07189, -0.00809], [-2.20511, 0.77801, -0.10390], [-1.34599, -0.44303, 0.18874], [-0.14593, -0.44727, -0.41199], [-1.92498, 1.57813, 0.57727], [3.32918, 0.12923, -1.00071], [2.77971, 0.51376, 0.55007], [-1.89593, 1.16983, -1.07478], [-3.27071, 0.61159, -0.12117], [-1.11874, -0.48441, 1.28559], [-1.89886, -1.39263, -0.07122], [3.74967, -0.85232, 0.29847], [0.45605, -1.23277, -0.10828]],
  "lowdin_charge": [0.07, -0.05, -0.27, 0.37, 0.10, 0.02, 0.00, 0.09, 0.09, 0.21, 0.22, 0.02, 0.12]
}

Which is the most stable structure? *P* is the most stable.